(1)
The following is a DFT calculation (ωB97M-V/def2-TZVPD) of the ion C3H7Cl2NO2P with charge +1.

Summary:
M: 190.974 g/mol
Gap between HOMO and LUMO: 11.20 eV
E_LUMO: -4.0 eV
SMILES: C[N+](C)=COP(=O)(Cl)Cl
F_max: 3.3 eV Å⁻¹
E_HOMO: -15.2 eV
Energy: -1585.30081 hartree
Energy above the lowest of the compared OMol25 structures with the same formula, charge and spin: 0.0 kJ/mol

The geometry in ORCA input format:
```
! wB97M-V def2-TZVPD RIJCOSX def2/J DEFGRID3
* xyz 1 1
C 1.2829 1.8540 -0.0029
N 0.6494 0.5268 0.1242
C 1.6244 -0.3300 0.7853
C -0.5153 0.1445 -0.1950
O -0.8873 -1.1738 -0.0554
P -2.4207 -1.5836 -0.6506
O -2.7991 -0.5668 -1.6535
Cl -2.1716 -3.3744 -1.2382
Cl -3.4661 -1.5826 0.9851
H 1.0736 2.4603 0.8637
H 0.9824 2.4478 -0.7845
H 2.3661 1.7409 -0.1691
H 2.3879 0.3637 1.2336
H 2.0514 -0.8079 -0.0893
H 1.0793 -0.9243 1.5177
H -1.2372 0.8054 -0.6710
*
```

Results of the natural (NBO) charge analysis, in e, for atoms 1 through 6: atom 1 (C): -0.421, atom 2 (N): -0.274, atom 3 (C): -0.423, atom 4 (C): 0.536, atom 5 (O): -0.734, atom 6 (P): 1.883

***

(2)
The following is a DFT calculation (ωB97M-V/def2-TZVPD) of a structure of composition C43H36N7O5PReS2.

Summary:
M: 1012.120 g/mol
Gap between HOMO and LUMO (spin up / spin down): 6.13 / 5.78 eV
E_LUMO (spin up / spin down): -6.3 / -6.7 eV
F_max: 0.7 eV Å⁻¹
E_HOMO (spin up / spin down): -12.5 / -12.5 eV
Energy: -3635.36599 hartree
Energy above the lowest of the compared OMol25 structures with the same formula, charge and spin: 0.0 kJ/mol

The geometry in ORCA input format:
```
! wB97M-V def2-TZVPD RIJCOSX def2/J DEFGRID3
* xyz 2 4
Re 0.3100 0.0822 0.5504
N 0.2766 0.6603 -3.7322
C -0.0585 0.6007 -2.4543
N 0.7907 0.2961 -1.4962
C 2.1307 0.0994 -1.7886
N 2.9931 -0.1063 -0.8439
N 2.3625 -0.0732 0.3784
C 3.0553 -0.0576 1.4592
C 2.3034 0.0413 2.7124
C 2.9060 0.0733 3.9563
C 2.0981 0.1984 5.0812
C 0.7290 0.2868 4.9239
C 0.1829 0.2373 3.6455
N 0.9514 0.1188 2.5671
C 2.5397 0.1207 -3.1848
C 3.8572 -0.1299 -3.5817
C 4.1829 -0.1200 -4.9196
C 3.2055 0.1441 -5.8834
C 1.9014 0.4049 -5.5140
C 1.5809 0.3901 -4.1606
H -0.4546 0.8627 -4.4084
H -1.0820 0.8066 -2.1841
H 4.1370 -0.0932 1.4237
H 3.9775 0.0084 4.0410
H 2.5405 0.2274 6.0651
H 0.0718 0.3876 5.7731
H -0.8829 0.2821 3.4660
H 4.6019 -0.3283 -2.8276
H 5.1975 -0.3133 -5.2285
H 3.4711 0.1494 -6.9276
H 1.1458 0.6219 -6.2527
O 2.4823 3.8455 -0.0603
C 1.4281 4.6923 -0.0741
C 1.7144 6.0333 -0.3243
C 0.6982 6.9615 -0.3666
C -0.6282 6.5773 -0.1589
C -0.9135 5.2547 0.0905
C 0.1037 4.2888 0.1378
C -0.2673 2.8909 0.3825
O 0.7154 2.0153 0.5262
N -1.4951 2.4821 0.4433
N -1.5874 1.1005 0.7341
C -2.8552 0.7911 0.8837
S -3.4229 -0.6948 1.5249
C -5.1418 -0.1549 1.7474
C -5.4664 0.8288 0.6484
S -4.0755 1.9816 0.5117
H 2.1457 2.9548 0.1714
H 2.7411 6.3153 -0.4784
H 0.9352 7.9961 -0.5595
H -1.4189 7.3069 -0.1885
H -1.9302 4.9375 0.2606
H -5.2508 0.2952 2.7355
H -5.7594 -1.0522 1.6907
H -6.3577 1.4126 0.8818
H -5.6146 0.3226 -0.3080
O -0.9933 -1.8642 2.1048
C -0.2209 -2.5088 1.4233
O 0.5803 -1.9470 0.5820
H -0.1181 -3.6008 1.5330
O -1.5781 -1.1567 -1.0817
P -2.1905 -2.1348 -2.0522
C -1.0344 -3.4095 -2.5510
C -1.4736 -4.6446 -3.0219
C -0.5595 -5.5665 -3.5034
C 0.7936 -5.2643 -3.5091
C 1.2397 -4.0426 -3.0256
C 0.3282 -3.1187 -2.5472
C -2.6243 -1.2210 -3.5558
C -2.2033 -1.6310 -4.8169
C -2.4556 -0.8389 -5.9308
C -3.1240 0.3652 -5.7882
C -3.5514 0.7813 -4.5312
C -3.3064 -0.0097 -3.4237
C -3.6612 -2.9800 -1.4665
C -4.8980 -2.8419 -2.0888
C -6.0013 -3.5345 -1.6067
C -5.8686 -4.3746 -0.5146
C -4.6315 -4.5326 0.1005
C -3.5348 -3.8405 -0.3737
H -2.5266 -4.8881 -3.0201
H -0.9022 -6.5213 -3.8686
H 1.5030 -5.9857 -3.8838
H 2.2956 -3.8184 -3.0116
H 0.6737 -2.1767 -2.1415
H -1.6684 -2.5602 -4.9309
H -2.1327 -1.1674 -6.9059
H -3.3280 0.9746 -6.6537
H -4.0816 1.7145 -4.4235
H -3.6360 0.3221 -2.4446
H -5.0123 -2.1973 -2.9482
H -6.9589 -3.4237 -2.0940
H -6.7241 -4.9185 -0.1472
H -4.5266 -5.1990 0.9426
H -2.5754 -3.9654 0.1118
*
```

Results of the Mulliken charge analysis, in e, for atoms 1 through 6: atom 1 (Re): 0.444, atom 2 (N): 0.284, atom 3 (C): -1.410, atom 4 (N): 0.627, atom 5 (C): 0.458, atom 6 (N): -1.666

***

(3)
The following is a DFT calculation (ωB97M-V/def2-TZVPD) of a cluster of 2 separate species, C5H12Si in total.

Summary:
M: 100.237 g/mol
Gap between HOMO and LUMO (spin up / spin down): 7.25 / 6.62 eV
E_LUMO (spin up / spin down): -0.3 / -0.7 eV
F_max: 3.2 eV Å⁻¹
E_HOMO (spin up / spin down): -7.6 / -7.3 eV
Energy: -486.86734 hartree
Energy above the lowest of the compared OMol25 structures with the same formula, charge and spin: 810.0 kJ/mol

The geometry in ORCA input format:
```
! wB97M-V def2-TZVPD RIJCOSX def2/J DEFGRID3
* xyz 0 1
C -1.1077 -0.1880 -0.1975
C 1.2372 0.4090 0.4422
C -1.4813 -1.6351 0.0144
C -2.2219 0.8205 -0.1319
C 1.2579 1.8979 0.0934
Si 2.3179 -0.9548 -0.2484
H -1.7337 -2.1674 -0.9495
H -2.2372 -1.8585 0.7366
H -0.5829 -2.3221 0.4588
H -2.9744 0.6336 -1.0027
H -1.8477 1.8518 -0.0507
H -2.7237 0.5481 0.8811
H 1.6079 2.4060 1.0136
H 2.0191 2.1006 -0.6679
H 0.1709 2.1129 -0.0138
H 3.2126 -1.3329 -1.3957
H 1.6892 -2.0541 0.5056
H 3.3979 -0.2675 0.5124
*
```

Results of the natural (NBO) charge analysis, in e, for atoms 1 through 6: atom 1 (C): 0.301, atom 2 (C): -0.328, atom 3 (C): -0.807, atom 4 (C): -0.789, atom 5 (C): -0.783, atom 6 (Si): 0.751